C29H37IrN7O4P as an isolated structure, computed with ωB97M-V/def2-TZVPD.

The HOMO-LUMO gap (alpha / beta) comes out at 6.64 / 5.28 eV. As for the charge: +3. The value obtained for the energy above the lowest of the compared OMol25 structures with the same formula, charge and spin is 41.7 kcal/mol. As for the LUMO energy (alpha / beta): -10.4 / -11.8 eV. Its multiplicity is 2.

Positions of all 79 atoms, in Å:
1 Ir 0.367 -0.540 -0.412
2 P 0.014 1.983 -0.509
3 O 5.718 -2.559 2.836
4 O 6.061 -0.687 1.668
5 O 2.203 0.498 -0.623
6 O 4.270 0.835 0.156
7 N -2.217 -2.198 -0.668
8 N 1.124 -1.104 -2.484
9 N -1.298 -1.016 1.094
10 N 3.130 -2.799 2.127
11 N -2.493 -0.821 3.080
12 N 1.835 -1.616 0.856
13 N -1.084 -1.857 -1.302
14 C 3.904 -1.774 1.658
15 C -2.132 3.648 -1.338
16 C -3.611 -1.513 2.593
17 C 1.157 3.162 -1.366
18 C -2.670 1.236 -0.864
19 C -5.761 -2.886 1.533
20 C -1.609 2.208 -1.380
21 C -1.427 -0.606 2.344
22 C 0.853 1.777 2.151
23 C 3.079 -1.045 0.863
24 C 5.340 -1.691 2.104
25 C -0.116 4.008 1.474
26 C 2.673 -1.166 -4.293
27 C -2.339 -1.745 0.523
28 C 3.257 0.182 0.111
29 C -0.845 -2.375 -2.452
30 C -4.733 -1.718 3.381
31 C 1.286 2.793 -2.845
32 C -4.646 -2.680 0.751
33 C 2.261 -0.705 -3.043
34 C -0.177 2.491 1.257
35 C 0.343 -1.982 -3.144
36 C 2.528 3.407 -0.744
37 C 0.770 -3.622 1.956
38 C 1.876 -2.065 -4.972
39 C -3.548 -1.992 1.280
40 C 1.885 -2.692 1.639
41 C -5.803 -2.407 2.846
42 C 0.680 -2.476 -4.387
43 H 0.331 2.793 -3.370
44 H -1.179 2.134 1.522
45 H 0.907 0.709 1.941
46 H 3.608 -0.814 -4.706
47 H -4.768 -1.342 4.396
48 H -2.339 0.207 -0.959
49 H 2.494 3.648 0.316
50 H -2.523 -0.481 4.034
51 H -0.608 -0.068 2.800
52 H -0.106 -3.368 1.365
53 H -1.536 -3.097 -2.875
54 H 2.863 -0.005 -2.487
55 H 2.176 -2.451 -5.938
56 H 1.053 -4.652 1.738
57 H -2.931 1.434 0.178
58 H -0.320 4.204 2.528
59 H -6.683 -2.578 3.450
60 H 5.582 -0.039 1.113
61 H 0.592 1.920 3.201
62 H 1.744 1.811 -2.955
63 H 0.024 -3.180 -4.882
64 H -2.436 3.944 -0.336
65 H -1.392 1.938 -2.417
66 H -4.602 -3.041 -0.266
67 H -1.419 4.372 -1.728
68 H 2.992 4.248 -1.261
69 H 0.867 4.418 1.258
70 H -3.580 1.349 -1.453
71 H -6.609 -3.419 1.127
72 H -3.016 3.697 -1.975
73 H 1.931 3.515 -3.344
74 H 3.196 2.565 -0.883
75 H -0.853 4.552 0.891
76 H 0.565 4.080 -1.253
77 H 0.518 -3.572 3.017
78 H 1.851 2.191 2.007
79 H 3.498 -3.514 2.749

---

A 5-piece molecular cluster, C38H64BrF3INO14 overall, computed with ωB97M-V/def2-TZVPD.

The SMILES is C#CCCC[C@]1(CC(=O)Br)NC(=O)[C@](C)(CCCI)[C@@]1(CCCC)CCC(F)(F)F.CCOC(=O)OC.CCOC(=O)OC.CCOC(=O)OC.CCOC(=O)OC. The HOMO-LUMO gap comes out at 9.17 eV. As for the charge: 0. As for the LUMO energy: -0.3 eV. Its multiplicity is 1.

Positions of all 122 atoms, in Å:
1 I 4.494 4.366 -0.176
2 Br -1.594 -1.851 2.382
3 F -3.317 -3.339 -4.665
4 F -1.033 -3.659 -4.683
5 F -2.064 -1.819 -5.864
6 O 1.522 -0.967 1.388
7 O -5.134 5.104 -4.077
8 O -7.008 1.368 5.193
9 O 4.770 -5.534 4.266
10 O 9.334 -3.976 7.305
11 O 8.754 -3.072 5.298
12 O 10.859 -3.488 5.681
13 O 2.845 -4.596 3.856
14 O 4.125 -5.278 2.096
15 O -7.584 2.273 3.184
16 O -2.541 -2.805 -0.063
17 O -4.293 3.992 -5.749
18 O -4.525 6.249 -5.951
19 O -5.481 1.845 3.568
20 N -0.266 0.545 0.474
21 C -4.632 5.224 -5.318
22 C -4.430 1.334 4.398
23 C -2.033 -2.631 -4.664
24 C 7.387 -3.179 5.692
25 C 1.251 1.706 -6.206
26 C -6.916 6.767 -4.047
27 C 0.909 -0.341 0.463
28 C -0.053 2.262 -5.370
29 C 1.826 -4.153 2.949
30 C 5.923 -6.230 3.797
31 C -2.220 -1.680 0.482
32 C -0.574 -1.657 -2.580
33 C 0.325 0.832 -3.217
34 C -0.152 -0.163 -2.039
35 C 11.912 -3.994 6.511
36 C 2.455 0.647 -1.262
37 C -1.582 1.999 -0.949
38 C -3.841 3.958 -7.100
39 C -2.019 -1.734 -3.294
40 C -4.036 4.506 1.161
41 C -4.274 2.454 -0.897
42 C -8.951 2.173 3.578
43 C 11.912 -5.511 6.541
44 C 3.934 -5.140 3.284
45 C -4.139 3.739 0.082
46 C 3.112 3.262 -1.486
47 C 1.043 -5.323 2.385
48 C 2.239 2.133 -0.666
49 C -1.053 0.446 -0.799
50 C -6.717 1.793 4.098
51 C 9.624 -3.547 6.211
52 C -5.586 6.321 -3.469
53 C -0.706 1.076 -4.434
54 C -2.394 -0.303 -0.323
55 C 1.988 -1.823 -1.274
56 C -2.956 2.157 -1.780
57 C -4.439 -0.182 4.430
58 C 1.228 -0.378 -1.151
59 H -4.822 7.100 -3.554
60 H -4.490 1.764 5.403
61 H 1.259 0.326 -3.702
62 H 6.587 -6.395 4.648
63 H 3.731 2.799 -2.338
64 H 7.216 -2.709 6.663
65 H -3.177 -0.508 -1.157
66 H -9.555 2.692 2.832
67 H 11.850 -3.566 7.516
68 H -4.044 5.027 2.199
69 H -0.808 2.700 -1.424
70 H -9.255 1.124 3.603
71 H 12.852 -3.643 6.071
72 H -3.018 4.658 -7.259
73 H 6.463 -5.644 3.049
74 H 0.219 -4.971 1.761
75 H 0.980 1.464 -7.316
76 H -5.133 2.692 -1.653
77 H -4.653 1.512 -0.319
78 H 3.346 0.214 -0.640
79 H 2.909 0.768 -2.333
80 H -7.656 5.965 -3.971
81 H -2.802 3.042 -2.528
82 H 1.151 2.475 -0.559
83 H -7.289 7.648 -3.521
84 H 2.162 -2.040 -2.410
85 H -6.825 7.015 -5.107
86 H 7.089 -4.230 5.715
87 H -3.481 2.949 -7.310
88 H -5.353 -0.564 4.890
89 H 1.680 -5.971 1.777
90 H -1.761 2.376 0.133
91 H 0.610 1.903 -2.847
92 H 2.688 2.151 0.413
93 H 2.111 2.478 -6.245
94 H -4.670 4.179 -7.777
95 H -4.401 -0.588 3.415
96 H -3.208 1.242 -2.459
97 H 11.952 -5.915 5.526
98 H -2.539 -0.703 -3.449
99 H 2.394 4.039 -1.935
100 H -0.649 0.122 -5.109
101 H 0.641 -5.942 3.193
102 H -2.938 0.429 0.410
103 H -2.747 -2.309 -2.582
104 H 2.971 -1.889 -0.690
105 H -0.833 2.527 -6.196
106 H -0.765 0.714 1.358
107 H 0.217 -1.921 -3.372
108 H 2.258 -3.531 2.159
109 H -5.710 6.110 -2.402
110 H 10.999 -5.898 7.000
111 H 1.683 0.734 -5.769
112 H 1.334 -2.706 -0.874
113 H -3.489 1.680 3.958
114 H -1.793 1.286 -4.135
115 H 12.766 -5.886 7.109
116 H 5.631 -7.200 3.391
117 H -3.587 -0.561 4.998
118 H 0.294 3.173 -4.761
119 H 1.151 -3.514 3.527
120 H 6.779 -2.662 4.947
121 H -0.629 -2.432 -1.709
122 H -9.119 2.646 4.549

---

The molecule C2H5NO2, computed with ωB97M-V/def2-TZVPD.

The SMILES is O/C=C\NO. The HOMO-LUMO gap comes out at 7.97 eV. As for the charge: 0. The value obtained for the energy above the lowest of the compared OMol25 structures with the same formula, charge and spin is 112.4 kcal/mol. As for the LUMO energy: 0.7 eV. Its multiplicity is 1.

Positions of all 10 atoms, in Å:
1 O 2.045 0.581 1.113
2 O -1.911 0.339 -0.349
3 N 0.729 0.626 0.575
4 C -0.904 -0.626 -0.422
5 C 0.406 -0.249 -0.426
6 H -2.767 -0.090 -0.261
7 H -1.197 -1.533 -0.939
8 H 2.595 1.113 0.519
9 H 1.198 -0.749 -0.962
10 H -0.193 0.588 1.152

---

C4F5N3SbSe4Tc as an isolated structure, computed with ωB97M-V/def2-TZVPD.

The HOMO-LUMO gap (alpha / beta) comes out at 4.52 / 4.54 eV. As for the charge: +2. The value obtained for the energy above the lowest of the compared OMol25 structures with the same formula, charge and spin is 44.4 kcal/mol. As for the LUMO energy (alpha / beta): -11.9 / -11.9 eV. Its multiplicity is 1.

Positions of all 18 atoms, in Å:
1 Sb 3.123 -1.983 2.179
2 Tc 0.375 -0.394 0.298
3 Se 2.132 -1.538 -0.454
4 Se 2.363 -4.225 2.548
5 Se 0.624 -0.661 2.492
6 Se 4.709 -0.331 2.464
7 F -0.962 -2.521 -1.234
8 F -1.687 -2.465 0.823
9 F -2.279 0.216 0.447
10 F -1.627 0.028 -1.613
11 F -3.436 -1.003 -0.953
12 N -0.721 5.388 -2.467
13 N 0.651 1.381 -0.100
14 N 0.187 3.514 -1.126
15 C -2.249 -0.639 -0.609
16 C 0.350 2.456 -0.660
17 C -1.247 -1.740 -0.196
18 C -0.308 4.518 -1.840

---

| no. | energy (eV) |
| --- | --- |
| 1 | -61397.5482 |
| 2 | -156886.6461 |
| 3 | -7735.8777 |
| 4 | -292303.7921 |